Entry 1:
C24H30Cl2NO3RhS3 as an isolated structure in a non-equilibrium geometry. Source: OMol25; level of theory: the ωB97M-V functional and the def2-TZVPD basis.

```
64
Properties=species:S:1:pos:R:3:mulliken_charge:R:1
Rh 0.70140 -0.19732 2.19826 -0.083
C 1.91077 -2.58308 6.05588 -1.580
C 1.83271 -1.91605 4.71437 0.713
S 0.71963 -0.62035 4.61370 -0.196
C 2.66384 -2.30261 3.68313 0.614
C 3.61984 -3.45116 3.78197 -1.318
S 2.76221 -1.48829 2.18083 -0.367
H 1.23384 -2.09189 6.74830 0.388
H 2.92446 -2.51744 6.44997 0.370
H 1.63020 -3.63269 5.98644 0.347
H 3.57110 -3.95738 4.73858 0.362
H 4.63593 -3.10336 3.60493 0.322
H 3.39040 -4.16424 2.99241 0.303
C -4.15014 -4.48428 0.70626 -1.420
C -3.34085 -3.19767 0.85421 -0.086
C -2.10250 -3.23631 -0.02475 -0.803
S -0.90508 -1.83409 0.21958 0.579
O -0.75616 -1.82023 1.71188 -0.718
C -2.02916 -0.42016 -0.17939 0.376
C -2.36614 0.39468 1.05539 0.414
C -3.15268 1.64508 0.68698 -1.478
H -5.06361 -4.42971 1.29195 0.384
H -3.57743 -5.34313 1.04733 0.351
H -4.42194 -4.64567 -0.33488 0.346
H -3.03728 -3.07337 1.89602 0.246
H -3.97200 -2.35130 0.57827 0.195
H -2.35080 -3.24227 -1.08519 0.472
H -1.51701 -4.12723 0.20264 0.498
H -2.92299 -0.79125 -0.67627 0.753
H -1.45991 0.18025 -0.88496 -0.978
H -1.42685 0.69632 1.56062 -0.105
H -2.93501 -0.21256 1.76265 0.373
H -2.58000 2.26525 0.00068 0.200
H -3.37462 2.23052 1.57636 0.420
H -4.09066 1.37353 0.20492 0.387
Cl 3.65809 1.36135 -5.03762 -0.281
C 2.08357 0.76965 -4.59445 0.800
C 1.71438 -0.49646 -4.98780 -0.684
C 0.46726 -0.98434 -4.63912 -0.571
C -0.39812 -0.19115 -3.90786 -0.829
C -0.02461 1.08446 -3.52907 1.119
Cl -1.17780 2.05814 -2.67089 -0.166
C 1.23606 1.61018 -3.84833 -0.786
N 1.64431 2.88134 -3.56205 -0.004
C 1.18081 3.70909 -2.50345 -0.575
C 0.52663 4.88967 -2.83543 -0.486
C 0.10492 5.75893 -1.84780 -0.573
C 0.34123 5.45646 -0.51755 -0.784
C 1.00531 4.29360 -0.18613 -0.692
C 1.43572 3.40393 -1.16522 0.938
C 2.19198 2.17462 -0.74951 -0.641
C 1.35760 1.30266 0.18671 1.671
O 0.93750 0.20027 -0.20986 -0.687
O 1.12881 1.73144 1.35198 -1.104
H 2.40727 -1.09638 -5.55659 0.427
H 0.17486 -1.97652 -4.93933 0.400
H -1.37602 -0.55728 -3.63695 0.469
H 2.59890 3.06691 -3.84897 0.252
H 0.34633 5.10667 -3.87643 0.468
H -0.41083 6.66526 -2.11730 0.408
H 0.01934 6.13372 0.25825 0.431
H 1.19967 4.04838 0.84729 0.468
H 3.07944 2.48197 -0.19242 0.502
H 2.48383 1.56287 -1.60313 0.232
```

Summary:
**Expectation value of S²**: 6.018
**Spin multiplicity**: 5
**HOMO energy (alpha / beta)**: -7.39 / -8.14 eV
**LUMO level (alpha / beta)**: 0.4 / -1.7 eV
**Energy relative to the best compared isomer or geometry (same formula, charge and spin)**: 0.0 kcal per mole
**Net charge**: 0
**Kohn-Sham gap (alpha / beta)**: 7.81 / 6.46 eV

***

Entry 2:
One molecule with the formula C24H30F2N4O6. Source: OMol25; level of theory: the ωB97M-V functional and the def2-TZVPD basis.

```
66
Properties=species:S:1:pos:R:3:mulliken_charge:R:1
C 2.60912 -3.40032 0.96952 -1.693
H 3.34330 -3.15337 0.20597 0.352
H 1.83891 -4.02343 0.51913 0.403
H 3.10440 -3.97624 1.74699 0.423
C 2.00761 -2.12587 1.55663 1.297
C 3.08580 -1.25644 2.19487 -1.385
H 3.65361 -1.83261 2.92136 0.468
H 2.63529 -0.41151 2.70874 0.260
H 3.76867 -0.88081 1.43651 0.231
H 1.27840 -2.40226 2.32729 0.075
C 1.27727 -1.36090 0.44592 -1.392
N 0.60910 -0.15763 0.91878 1.462
C 1.09347 1.05510 0.57583 0.390
O 2.05520 1.18820 -0.16048 -0.609
C 0.32317 2.26074 1.09749 -0.223
C 0.28975 3.32090 -0.00005 -0.910
C -0.26315 2.72803 -1.27053 0.634
O -0.80701 1.65145 -1.35949 -0.694
O -0.06202 3.53720 -2.30953 -0.364
C -0.43697 3.07584 -3.60057 -0.280
C 0.67960 3.27615 -4.62252 0.193
O 0.41056 3.57067 -5.76134 -0.574
C 2.06962 3.10482 -4.14443 0.261
C 2.42055 2.26091 -3.09252 -0.234
C 3.73507 2.16540 -2.67760 -0.748
C 4.71235 2.90773 -3.31663 0.417
C 4.37573 3.73215 -4.38815 0.407
C 3.06484 3.82829 -4.80432 -0.723
H 2.80580 4.46931 -5.63260 0.478
F 5.32582 4.44095 -5.01697 -0.314
F 5.98531 2.82668 -2.90906 -0.311
H 3.99265 1.53257 -1.84404 0.547
H 1.69184 1.65097 -2.58595 0.484
H -1.31902 3.63017 -3.93722 0.403
H -0.69220 2.00830 -3.54791 0.260
H 1.29763 3.67684 -0.21896 0.367
H -0.31979 4.17824 0.28934 0.430
H -0.68908 1.97518 1.38085 0.351
H 0.83715 2.64059 1.98093 0.331
C -0.49857 -0.35438 1.78390 -0.892
C -1.70838 -0.74241 1.24955 -0.273
N -1.85477 -0.84338 -0.09833 -0.138
H -2.78908 -0.89432 -0.46813 0.381
H -1.22674 -0.25496 -0.63334 0.152
N -2.75987 -1.07395 2.06732 0.146
C -2.67559 -0.95600 3.45204 0.525
O -3.59694 -1.23772 4.18185 -0.639
N -1.48948 -0.47308 3.92181 -0.014
C -0.34114 -0.14330 3.19487 0.259
O 0.63550 0.29748 3.76478 -0.675
H -1.43094 -0.35602 4.92734 0.289
C -3.99387 -1.63200 1.53781 -2.226
H -4.39273 -0.97758 0.75589 0.345
H -4.69943 -1.63222 2.37254 0.654
C -3.82978 -3.06989 1.02236 1.517
C -3.30498 -3.97524 2.13323 -1.466
H -3.95794 -3.92855 3.00130 0.322
H -2.30581 -3.67404 2.44071 0.218
H -3.25717 -5.00495 1.78825 0.475
C -5.17884 -3.56766 0.51053 -1.663
H -5.08308 -4.57551 0.11576 0.398
H -5.55790 -2.92534 -0.28163 0.399
H -5.90620 -3.58365 1.31848 0.361
H -3.11081 -3.08234 0.19621 0.189
H 0.52959 -2.01129 -0.02007 0.378
H 1.99662 -1.03972 -0.31033 0.511
```

Summary:
**SMILES**: CC(C)CN(C(=O)CCC(=O)OCC(=O)c1ccc(F)c(F)c1)c1c(N)n(CC(C)C)c(=O)[nH]c1=O
**HOMO energy**: -8.75 eV
**LUMO level**: 0.1 eV
**Net charge**: 0
**Kohn-Sham gap**: 8.87 eV